[1]
9
Properties=species:S:1:pos:R:3:lowdin_charge:R:1 method="wB97M-V/def2-TZVPD" s_squared=0.757 relative_energy_kj_mol=50.7 total_charge=+1 spin_multiplicity=2 gap_ev="14.74 / 5.08" lumo_energy_ha="-0.14918 / -0.41087"
C 0.877 0.832 0.358 -0.017
O 0.651 -0.430 -0.207 0.077
H 1.901 1.192 0.213 0.133
H 0.210 1.570 -0.163 0.164
H 0.617 0.797 1.414 0.122
H 1.164 -0.546 -1.037 0.177
H -2.169 -1.860 -0.209 0.122
H -1.173 -0.660 -0.059 0.027
O -2.077 -0.895 -0.309 0.193


[2]
15
Properties=species:S:1:pos:R:3:lowdin_charge:R:1 method="wB97M-V/def2-TZVPD" relative_energy_kj_mol=984.0 gap_ev=7.65 lumo_energy_ha=-0.02613
C 0.794 0.295 -0.298 -0.357
C -0.076 1.221 0.030 -0.044
C -1.492 0.954 0.061 -0.071
C -1.217 -1.311 -0.315 0.003
C 0.129 -0.969 -0.079 0.001
H 2.499 -0.291 1.579 0.155
H 2.900 1.268 -1.058 0.248
H -0.080 2.240 0.445 0.116
H -2.303 1.726 0.623 0.212
H -1.943 -2.257 -0.589 0.208
H 0.959 -1.728 -0.342 0.133
N 2.186 0.195 -0.738 0.048
N -1.927 -0.243 -0.029 -0.337
O 2.766 -0.752 0.607 -0.208
O -3.196 -0.348 0.101 -0.108


[3]
75
Properties=species:S:1:pos:R:3:lowdin_charge:R:1 method="wB97M-V/def2-TZVPD" relative_energy_kj_mol=145.5 total_charge=-2 gap_ev="2.68 / 1.60" lumo_energy_ha="0.11140 / 0.11510"
C 0.400 -0.601 -4.892 -0.233
C 0.203 -1.243 -3.506 -0.037
C -0.063 0.871 -4.793 -0.036
C -0.845 0.958 -3.482 -0.176
H -0.725 1.059 -5.643 0.116
H 0.785 1.559 -4.862 0.115
C -0.981 -0.470 -2.915 -0.214
H 1.110 -1.061 -2.912 0.135
H 0.038 -2.328 -3.589 0.132
C -0.990 -0.265 -1.414 -0.182
H -1.909 -0.950 -3.264 0.149
H -1.854 1.342 -3.686 0.138
C -0.245 1.779 -2.288 -0.460
C 1.824 -0.771 -5.378 -0.422
C -0.386 -1.283 -6.021 -0.432
O -0.986 -0.674 -6.897 0.082
O 2.788 -0.943 -4.643 0.111
O 1.907 -0.786 -6.717 -0.028
O -0.328 -2.623 -6.036 -0.017
C -0.992 -3.123 -7.206 -0.055
H -0.917 -4.204 -7.148 0.089
H -0.491 -2.742 -8.098 0.096
H -2.032 -2.792 -7.212 0.095
C 3.215 -1.106 -7.176 -0.048
H 3.960 -0.497 -6.653 0.096
H 3.203 -0.918 -8.248 0.091
H 3.419 -2.164 -6.971 0.101
O -0.194 0.873 -1.091 -0.124
H -0.634 -1.135 -0.856 0.104
H -2.027 -0.035 -1.109 0.122
C -1.231 2.899 -1.976 -0.049
C 1.173 2.297 -2.505 -0.030
H 1.228 2.968 -3.372 0.077
H 1.890 1.478 -2.657 0.087
H 1.490 2.876 -1.628 0.091
H -0.942 3.439 -1.068 0.084
H -2.241 2.486 -1.833 0.084
H -1.270 3.610 -2.816 0.085
Al -0.251 0.556 2.229 0.328
C -1.962 -0.464 3.234 -0.179
C -2.052 -0.292 1.773 -0.231
C -1.830 -1.619 1.214 -0.174
H -2.559 0.529 1.260 0.101
C -1.442 -2.477 2.247 -0.169
C -1.554 -1.801 3.485 -0.135
H -1.420 -2.250 4.468 0.096
H -2.448 0.194 3.957 0.115
H -2.069 -1.920 0.195 0.072
H -1.148 -3.518 2.123 0.087
C 1.785 0.683 1.863 -0.194
C 1.550 -0.234 2.999 -0.175
C 1.482 -1.558 2.457 -0.125
H 1.749 0.014 4.042 0.114
C 1.689 -1.493 1.065 -0.145
C 1.881 -0.149 0.686 -0.151
H 2.197 0.200 -0.292 0.084
H 2.156 1.706 1.954 0.116
H 1.350 -2.462 3.048 0.101
H 1.775 -2.357 0.402 0.091
O 0.406 3.471 4.585 0.030
C -0.033 2.336 4.674 -0.509
O -0.432 1.617 3.631 -0.055
C -0.185 1.725 6.055 -0.146
C -0.121 0.348 6.362 -0.038
C -0.259 -0.097 7.678 -0.026
C -0.464 0.832 8.716 -0.193
C -0.504 2.213 8.433 -0.029
C -0.359 2.637 7.116 -0.049
N -0.638 0.375 10.052 -0.462
O -0.575 -0.851 10.303 -0.128
O -0.850 1.234 10.939 -0.134
H 0.036 -0.383 5.567 0.089
H -0.218 -1.158 7.924 0.095
H -0.651 2.930 9.238 0.091
H -0.382 3.700 6.879 0.102